64
Properties=species:S:1:pos:R:3 method="wB97M-V/def2-TZVPD" lumo_ev=-5.6 orbital_gap_ha=0.249 fmax_ha_per_bohr=0.045 charge=+1 e_tot_ev=-100045.034
C -4.68549 0.28572 -0.59011
H 2.60955 -3.69736 1.31561
C -1.34996 1.66639 1.83854
C -3.82388 1.63559 1.40408
O -1.37499 1.18485 -1.02726
C 3.14184 -2.75160 -0.50263
C -4.96257 1.34493 0.37460
Cu -4.89028 3.49577 1.19349
C 2.28980 3.66815 -0.63284
H 1.56288 -1.02449 0.55825
C -3.42472 0.00569 -0.96403
C 0.32091 -2.63858 1.30775
H 3.59844 4.83390 -1.76980
H -3.75534 -1.80226 -2.05136
C -1.76065 -2.47316 -0.23212
H 3.18231 -0.62736 -0.99812
H -1.40572 -3.48624 -0.36763
H 1.96463 5.48509 -1.75957
H -5.79682 -1.64478 -1.98921
H 3.69558 -2.37970 1.58685
H -0.58377 3.68125 2.15307
C 2.55120 4.57444 -1.78872
C -3.00848 -1.03303 -1.95479
H 1.76470 -1.36582 2.26897
H 6.20915 0.10848 0.76296
C -2.56254 1.40384 1.02216
H -6.92436 -0.94550 -0.12832
C 3.79752 -1.51660 -1.10829
H -1.49454 -1.59333 1.72977
C 2.84894 -2.68613 0.99005
H 2.18058 -2.87644 -1.00505
H -1.59900 1.72949 2.88682
Cl -4.14346 2.27713 3.05508
H 5.47481 -1.28102 1.48989
C -2.35173 0.88114 -0.37499
C 5.34302 -0.53617 0.71104
H 0.44169 -3.51121 0.67468
H -1.24764 3.43289 0.57010
C -0.64874 2.96281 1.34592
H 3.72279 -3.63851 -0.73565
O -6.02819 1.93303 0.38116
O 3.15037 2.90667 -0.19226
O -6.93059 0.42010 -2.11844
O 1.03832 3.74125 -0.12134
H 1.42700 2.58245 1.56504
H 0.71311 1.74589 0.18779
H 0.16986 -2.96625 2.32898
H -0.66315 0.83987 1.73033
C -1.70825 -1.77666 -1.61382
H 2.36544 4.04564 -2.71481
C 5.22074 -1.21426 -0.65585
C 0.71219 2.66732 0.75594
H -0.50051 -0.87332 0.47639
H -2.89296 -0.53854 -2.91699
H 5.85377 -2.09131 -0.72457
H 3.84565 -1.69548 -2.18083
H 4.43794 0.00781 0.95949
H -1.62556 -2.55912 -2.35445
C -0.89752 -1.81161 0.84682
C 1.62164 -1.82526 1.29309
H -0.85247 -1.11729 -1.65194
H -2.79635 -2.53404 0.09834
H 5.62996 -0.51538 -1.38152
P -6.19612 -0.51976 -1.25573

80
Properties=species:S:1:pos:R:3 method="wB97M-V/def2-TZVPD" lumo_ev="1.0 / 1.5" orbital_gap_ha="0.266 / 0.286" fmax_ha_per_bohr=0.012 de_lowest_kcal_mol=0.00 multiplicity=4 charge=-1 e_tot_ev=-162546.154
O -1.76490 0.52358 -0.64065
C -2.87798 -0.92707 4.13964
C -0.85474 0.81157 3.34811
H -2.09004 -2.35372 1.76811
F -4.61956 -2.39294 3.51005
F -4.92458 -1.21460 5.29446
O -4.23890 0.04223 -0.90056
H 6.25175 4.01801 -3.96341
C 2.22579 2.52557 -2.00627
H -0.88240 -5.24560 -1.88286
F 3.22827 4.87443 -0.50275
O -2.36425 -6.16707 -0.03988
O -3.32266 2.43216 -1.10294
C -3.05074 -0.13166 3.01358
H -2.54425 1.58133 -3.29967
P -2.20021 3.55826 -1.39003
H 7.25701 1.80913 -3.57557
H -2.40529 4.27323 -3.40531
O 1.63481 -3.11145 3.11831
C 0.91878 -1.12040 1.28605
C -2.62124 -2.31418 0.81860
Mn -0.13220 1.37254 -0.25791
F 1.11628 2.08449 3.84952
C 4.20921 1.25942 -2.30801
P -3.10318 0.85200 -1.33644
N 0.44538 -0.53999 0.14794
H -3.48495 -1.65779 0.90998
C -2.04930 0.73713 2.62611
C 6.23242 1.98903 -3.27598
H -2.20236 1.37372 1.76565
C 1.05591 -2.44534 1.04936
N 0.66629 -2.68571 -0.25280
O 1.48110 3.50583 -2.07854
C -3.97965 -1.84870 4.56454
O -2.07325 3.46108 -3.00666
O 2.17451 -4.39074 1.46527
H 0.21022 0.09330 5.06701
F 1.36050 5.59058 1.03257
H 3.90683 4.48701 -3.25719
O -2.85366 0.74576 -2.91104
H -3.74361 -4.15825 1.14054
O 2.66659 -0.86857 -2.43815
H 5.93839 -0.00689 -2.49490
H -1.45004 -3.58445 -1.71067
F 2.48555 6.04606 -2.57530
O -2.63639 4.88604 -0.96605
C 0.29616 -1.49718 -0.76677
H -3.96798 -0.18351 2.44114
C 5.50702 0.96862 -2.67377
C -0.70676 0.03310 4.49711
O -0.87604 -4.74416 1.36931
H 1.18106 -0.56522 2.16592
H -3.60722 -3.69686 -0.55789
H -1.58266 -1.45382 5.76399
N 1.82163 1.33798 -1.49639
H -1.97807 -1.85041 0.06926
H -1.31853 -1.46872 -2.16174
H 1.11133 -3.86855 -1.89608
C -0.87098 -4.37224 -1.23123
Te 1.60517 5.68983 -0.88182
O 3.42352 -0.16298 -0.22046
C -3.08495 -3.69870 0.40047
H -0.02112 -0.33465 -2.50893
O 1.08176 2.60437 0.74440
C 0.48536 1.97633 1.62087
C 3.63528 2.49701 -2.51105
C 4.35408 3.51303 -3.11432
H 0.24684 -2.03664 -2.81876
C -1.71357 -0.83292 4.88812
F 2.20723 7.41989 -0.48550
F -3.53369 -2.86675 5.32273
C 0.23808 1.66412 2.88881
S -1.77180 -4.88395 0.24612
N 1.66157 -3.39435 1.93960
C -0.23672 -1.33437 -2.14319
C 0.56635 -3.96074 -0.95608
C 5.66186 3.24070 -3.49513
H 1.06823 -4.70194 -0.34549
O -0.88750 2.97916 -0.88344
S 3.00986 0.21616 -1.54562